1.
Formula: C20H28N3O6
Source: the OMol25 dataset
Level of theory: wB97M-V/def2-TZVPD

Each line ends with the natural charge from an NBO analysis.
Positions of all 57 atoms, in Å:
1 C 4.875776 -2.728829 -0.581318  -0.718
2 C 4.059438 -1.495215 -0.440416  0.794
3 O 4.508263 -0.572928 0.097177  -0.574
4 O 2.802303 -1.502162 -0.879856  -0.525
5 C 2.437865 -0.212086 -1.411843  -0.071
6 C 1.789376 0.751216 -0.396011  -0.427
7 C 0.360803 1.208906 -0.723258  -0.404
8 C -0.727517 0.538291 0.103001  -0.394
9 C -1.598485 -0.448170 -0.645833  -0.416
10 C -2.841893 -0.608036 0.194010  -0.226
11 N -3.636193 -1.824998 -0.168333  -0.662
12 H 4.245506 -3.595201 -0.460590  0.227
13 H 5.330766 -2.779430 -1.553477  0.248
14 H 5.628036 -2.713093 0.171899  0.240
15 H 1.753003 -0.355446 -2.228951  0.182
16 H 3.300581 0.260561 -1.836199  0.198
17 H 2.421828 1.623045 -0.378889  0.224
18 H 1.836215 0.354473 0.598353  0.218
19 H 0.164339 1.166748 -1.781917  0.202
20 H 0.323390 2.244896 -0.434439  0.217
21 H -0.323061 0.016495 0.954300  0.208
22 H -1.389320 1.298149 0.480502  0.218
23 H -1.878808 -0.105334 -1.631947  0.216
24 H -1.098347 -1.403986 -0.734393  0.207
25 H -3.462869 0.249825 -0.003054  0.242
26 H -2.611932 -0.636071 1.238311  0.238
27 H -3.843243 -1.874764 -1.165948  0.435
28 H -3.174411 -2.698979 0.087482  0.453
29 H -4.540309 -1.802980 0.303651  0.441
30 C 2.982783 -4.021175 3.486183  -0.147
31 C 2.502284 -3.187402 2.483672  -0.226
32 C 1.144921 -3.044349 2.296414  -0.136
33 C 0.277938 -3.742646 3.118848  -0.012
34 C 0.736510 -4.573304 4.122954  -0.176
35 C 2.098657 -4.710280 4.303818  -0.205
36 N -1.157780 -3.592475 2.911973  0.545
37 O -1.517168 -2.884424 1.979744  -0.477
38 O -1.912311 -4.185787 3.646075  -0.335
39 H 4.048973 -4.131459 3.631283  0.229
40 H 3.188798 -2.648782 1.846091  0.225
41 H 0.774345 -2.401758 1.511203  0.231
42 H 0.048549 -5.114359 4.755630  0.253
43 H 2.473879 -5.358554 5.082793  0.234
44 C -1.390893 6.751344 -2.745167  -0.160
45 C -1.958340 5.955545 -3.731264  -0.203
46 C -2.525927 4.738305 -3.398438  -0.204
47 C -2.519156 4.336885 -2.074715  0.070
48 C -1.952620 5.114646 -1.080512  -0.208
49 C -1.384946 6.329189 -1.422432  -0.205
50 N -3.138792 3.057162 -1.714145  0.524
51 O -3.611885 2.375711 -2.605199  -0.381
52 O -3.145270 2.735702 -0.535046  -0.414
53 H -0.952906 7.704780 -3.008228  0.230
54 H -1.960791 6.286222 -4.760240  0.232
55 H -2.967698 4.119148 -4.164842  0.250
56 H -1.951591 4.787457 -0.051398  0.247
57 H -0.940660 6.949760 -0.657069  0.231

Cartesian forces, eV/Å:
-1.07 -0.68 -0.21
-0.18 -2.80 -0.46
1.79 4.21 1.92
-0.88 -0.27 -1.47
-0.91 0.46 0.77
0.17 -0.05 -0.94
0.55 -0.01 1.00
-0.15 -0.10 -0.77
-0.19 -0.54 0.45
0.04 0.33 -0.77
-0.51 -0.23 0.04
-0.14 -0.50 -0.06
0.18 0.03 -0.51
0.59 0.02 0.46
-0.36 -0.60 -0.29
0.64 0.08 -0.11
0.27 0.39 0.11
0.06 -0.40 0.55
-0.15 -0.07 -0.48
-0.04 0.62 -0.17
0.32 -0.11 0.46
-0.25 0.45 0.28
0.03 0.20 -0.37
0.30 -0.35 -0.18
-0.49 0.27 0.08
0.03 -0.39 0.61
0.15 0.18 -0.12
0.27 0.03 0.28
-0.01 -0.12 0.13
0.02 0.04 -0.02
0.27 -0.10 0.09
-0.11 0.18 -0.27
0.29 0.11 0.00
-0.22 -0.21 0.24
0.22 0.01 -0.03
0.03 -0.40 0.20
-0.39 0.27 -0.38
-0.04 0.16 -0.13
0.01 0.00 0.00
0.01 0.03 0.04
-0.08 -0.03 0.03
-0.10 0.06 -0.05
-0.02 -0.01 0.01
0.00 0.01 -0.01
0.06 0.07 0.09
-0.09 -0.08 -0.27
0.03 0.15 -0.02
0.06 0.01 0.29
0.01 0.04 -0.12
-0.03 -0.07 -0.06
0.11 0.01 0.20
0.01 -0.06 -0.14
0.01 0.00 0.00
-0.01 -0.02 -0.01
-0.05 -0.08 0.09
-0.08 -0.09 -0.03
-0.01 -0.01 0.02

Calculated values
ΔE to the lowest compared entry with this formula, charge and spin (kcal per mole): 193.2
Total energy (Eh): -1394.20200
Kohn-Sham gap (Ha): 0.3340
HOMO (Ha): -0.45135
Maximum force (Eh/bohr): 0.097
Net charge: +1
LUMO (eV): -3.194


2.
Formula: C2H2FI3O
Source: the OMol25 dataset
Level of theory: wB97M-V/def2-TZVPD

Each line ends with the natural charge from an NBO analysis.
Positions of all 9 atoms, in Å:
1 C 1.628788 0.331412 -0.710568  -0.815
2 C -1.646424 -0.504022 1.237950  0.737
3 O -0.512005 -0.860842 1.399244  -0.547
4 F -2.373841 0.005039 2.176606  -0.303
5 I 0.627242 -1.326444 -1.573272  0.142
6 I 0.910327 2.140630 -1.364532  0.158
7 I -2.722651 -0.329056 -0.590095  0.105
8 H 2.728196 0.420262 -0.989936  0.251
9 H 1.360364 0.123024 0.414601  0.271

Cartesian forces, eV/Å:
0.88 -1.08 2.02
2.56 -0.40 -1.18
-2.22 0.45 -0.14
-0.73 0.28 1.22
0.78 -0.38 -0.71
-0.69 1.20 -0.20
-0.18 -0.11 0.44
-1.53 -0.88 0.77
1.11 0.91 -2.22

Calculated values
ΔE to the lowest compared entry with this formula, charge and spin (kcal per mole): 14.2
Total energy (Eh): -1145.56271
Kohn-Sham gap (Ha): 0.3280
HOMO (Ha): -0.33323
Maximum force (Eh/bohr): 0.055
Net charge: 0
LUMO (eV): -0.144